{
  "formula": "C26H49CdN4O4P",
  "method": "wB97M-V/def2-TZVPD",
  "elements": ["C", "C", "C", "C", "O", "C", "C", "O", "C", "C", "C", "C", "O", "C", "C", "C", "C", "C", "C", "C", "N", "C", "C", "C", "O", "C", "C", "N", "N", "N", "P", "C", "C", "C", "C", "H", "H", "H", "H", "H", "H", "H", "H", "H", "H", "H", "H", "H", "H", "H", "H", "H", "H", "H", "H", "H", "H", "H", "H", "H", "H", "H", "H", "H", "H", "H", "H", "H", "H", "H", "H", "H", "H", "H", "H", "H", "H", "H", "H", "H", "H", "H", "H", "H", "Cd"],
  "xyz": [[0.5091, 3.1759, 3.3194], [0.6236, 3.7105, 2.2575], [0.5055, 4.1140, 0.8566], [0.7318, 2.9257, -0.0957], [-0.5047, 2.4794, -0.6641], [-1.1645, 1.5238, 0.1414], [-2.6951, 1.6210, 0.1008], [-3.0529, 2.9326, -0.2775], [-4.0041, 3.5367, 0.6065], [-3.4233, 4.0045, 1.9393], [-3.7499, 3.0476, 3.1107], [-0.6321, 0.1059, -0.1763], [-1.5103, -0.8141, 0.2717], [-1.0615, -2.1664, 0.0691], [-1.5434, -2.4801, -1.2977], [-1.8726, -2.6291, -2.4505], [0.4542, -2.3790, -0.0263], [1.3227, -2.1253, 1.2140], [2.7007, -1.5793, 0.7386], [3.4645, -2.5477, -0.1469], [4.4198, -1.8075, -1.0005], [5.2137, -2.7172, -1.8331], [5.2703, -0.9569, -0.1965], [5.0895, 0.5332, -0.3336], [6.0731, -1.4107, 0.5713], [-1.8366, -3.0845, 1.0239], [-1.5852, -2.9936, 2.5321], [-2.8540, -3.5025, 3.1355], [-0.5415, -3.9001, 2.9713], [-1.2881, -1.6469, 3.0190], [-0.4675, 0.1320, -2.0569], [-1.8247, 0.9066, -2.8981], [-1.5097, 0.9296, -4.4335], [1.1359, 0.7087, -2.6215], [1.8784, -0.4468, -3.3767], [0.4995, 2.6722, 4.2583], [-0.4579, 4.5833, 0.6694], [1.2645, 4.8725, 0.6595], [1.2072, 2.1323, 0.4820], [1.3774, 3.2462, -0.9075], [-0.8626, 1.6946, 1.1817], [-3.1143, 1.3527, 1.0658], [-3.1349, 0.9402, -0.6344], [-4.3843, 4.4032, 0.0707], [-4.8633, 2.8774, 0.7479], [-2.3463, 4.1508, 1.8945], [-3.8721, 4.9612, 2.1991], [-3.5871, 3.5180, 4.0747], [-4.7709, 2.6970, 2.9974], [-3.0537, 2.2066, 3.0712], [0.3796, 0.0489, 0.2322], [-2.1487, -2.9248, -3.4388], [0.5816, -3.4226, -0.3085], [0.8913, -1.8135, -0.8552], [0.9217, -1.3487, 1.8564], [1.5269, -3.0290, 1.7722], [2.4885, -0.6689, 0.1653], [3.2654, -1.3373, 1.6360], [4.0110, -3.2827, 0.4525], [2.8238, -3.0855, -0.8446], [5.6675, -2.1452, -2.6408], [5.9865, -3.2311, -1.2620], [4.5566, -3.4382, -2.3131], [6.0659, 0.9769, -0.5099], [4.4247, 0.7910, -1.1536], [4.7061, 0.9185, 0.6089], [-2.8905, -2.8587, 0.8607], [-1.7200, -4.1234, 0.7295], [-3.6630, -3.0064, 2.7837], [-2.7940, -3.4217, 4.1416], [-0.2432, -3.6358, 3.9009], [-0.9016, -4.8440, 2.9783], [-1.2579, -1.6654, 4.0298], [-2.0159, -1.0124, 2.7232], [-2.7091, 0.2954, -2.7263], [-2.0556, 1.9099, -2.5222], [-0.5086, 0.5746, -4.6829], [-2.2094, 0.3159, -4.9940], [-1.5452, 2.0012, -4.7178], [1.0490, 1.5982, -3.2393], [1.7140, 0.9044, -1.7166], [2.6534, -0.0506, -4.0213], [2.2886, -1.1624, -2.6674], [1.1555, -1.0073, -3.9709], [-2.6670, 2.6728, -6.1098]],
  "lowdin_charge": [0.13, -0.14, -0.15, -0.17, -0.14, -0.27, -0.14, -0.13, -0.19, -0.20, -0.09, -0.34, -0.04, -0.42, -0.03, 0.21, -0.12, -0.16, -0.17, -0.18, -0.16, -0.06, -0.49, 0.01, 0.14, -0.03, -0.64, 0.07, 0.10, 0.10, 1.36, -0.33, -0.28, -0.31, -0.09, 0.04, 0.12, 0.13, 0.12, 0.13, 0.16, 0.12, 0.12, 0.13, 0.13, 0.09, 0.11, 0.08, 0.08, 0.05, 0.12, 0.07, 0.15, 0.08, 0.10, 0.11, 0.09, 0.13, 0.14, 0.11, 0.09, 0.10, 0.09, 0.10, 0.06, 0.09, 0.13, 0.15, 0.07, 0.08, 0.09, 0.09, 0.09, 0.08, 0.09, 0.10, 0.06, 0.04, -0.17, 0.11, 0.08, 0.09, 0.06, 0.06, 0.83],
  "homo_lumo_gap_ev": 3.0,
  "charge": 2,
  "lumo_ev": -10.226
}

=====

{
  "formula": "C7H12GaO3",
  "method": "wB97M-V/def2-TZVPD",
  "elements": ["C", "C", "H", "H", "H", "H", "H", "O", "C", "O", "O", "C", "C", "C", "C", "Ga", "H", "H", "H", "H", "H", "H", "H"],
  "xyz": [[0.7296, 3.0776, 0.3295], [-0.5283, 3.1870, 0.7846], [0.9384, 2.7072, -0.6769], [1.5751, 3.4515, 0.9103], [-1.3810, 2.9370, 0.1492], [-0.7511, 3.7299, 1.7062], [0.4036, 1.6780, 1.4209], [-0.0085, -3.7334, -3.3024], [-0.5056, -2.8097, -2.5933], [-1.6439, -2.3368, -2.8861], [0.1669, -2.4022, -1.5422], [-0.4130, -1.3811, -0.7235], [0.5572, -1.1290, 0.4168], [0.0403, -0.3034, 1.5032], [0.7696, 0.6796, 2.1782], [-1.5283, -3.4213, -4.1089], [-1.3857, -1.7225, -0.3468], [-0.5571, -0.4725, -1.3218], [1.5495, -0.8014, 0.0789], [0.7217, -2.0844, 0.9724], [-1.0141, -0.4330, 1.7770], [0.4046, 0.9509, 3.1744], [1.8601, 0.6322, 2.1003]],
  "lowdin_charge": [0.17, 0.18, 0.14, 0.15, 0.14, 0.15, 0.15, 0.17, -0.61, 0.12, 0.14, -0.10, -0.08, 0.08, 0.06, 0.97, 0.16, 0.16, 0.17, 0.22, 0.18, 0.15, 0.15],
  "homo_lumo_gap_ev": [9.7, 3.2],
  "charge": 3,
  "lumo_ev": [-13.464, -16.635]
}

=====

{
  "formula": "C2H6OS",
  "method": "wB97M-V/def2-TZVPD",
  "elements": ["S", "H", "H", "C", "C", "O", "H", "H", "H", "H"],
  "xyz": [[-2.5941, 1.3385, 1.1780], [-1.2993, 1.2042, 1.5601], [-2.7013, 2.2871, 2.0921], [1.0781, 0.2535, -0.3478], [0.8328, -0.8753, -0.9895], [1.2709, -2.0617, -0.4710], [0.7421, 1.1925, -0.7670], [1.4315, 0.3238, 0.6698], [0.3855, -0.8807, -1.9736], [0.8537, -2.7820, -0.9512]],
  "nbo_charge": [-0.28, 0.15, 0.14, -0.51, 0.13, -0.68, 0.21, 0.21, 0.17, 0.48],
  "de_lowest_ev": 0.5848,
  "smiles": "C=CO.S",
  "homo_lumo_gap_ev": 10.0,
  "lumo_ev": 0.815
}

=====

{
  "formula": "C54H42BrIN6O2SiTi",
  "method": "wB97M-V/def2-TZVPD",
  "elements": ["Ti", "O", "C", "N", "C", "C", "C", "C", "C", "C", "N", "C", "O", "C", "C", "C", "C", "C", "N", "C", "C", "C", "C", "C", "N", "H", "H", "H", "H", "H", "H", "H", "H", "H", "H", "H", "H", "C", "N", "C", "C", "C", "C", "C", "N", "C", "C", "C", "C", "C", "C", "H", "H", "H", "H", "H", "H", "H", "H", "H", "H", "H", "Br", "C", "C", "C", "C", "C", "C", "I", "H", "H", "H", "H", "C", "C", "C", "C", "C", "C", "Si", "C", "C", "C", "C", "C", "C", "C", "C", "C", "C", "C", "C", "H", "H", "H", "H", "H", "H", "H", "H", "H", "H", "H", "H", "H", "H", "H"],
  "xyz": [[0.5056, 0.7069, -0.1552], [3.7179, -0.0049, 2.2715], [3.1429, -0.0865, 1.1930], [2.3906, 0.9010, 0.6048], [2.7509, 2.2538, 0.8826], [3.9934, 2.6300, 1.4058], [4.3697, 3.9581, 1.4864], [3.4996, 4.9476, 1.0422], [2.2599, 4.5934, 0.5488], [1.8544, 3.2558, 0.4743], [0.6314, 2.8635, -0.1150], [-0.4014, 3.7364, -0.0433], [-0.5302, 4.6484, 0.7756], [-1.4735, 3.6473, -1.1192], [-2.6667, 4.3451, -0.9367], [-3.5807, 4.3586, -1.9726], [-3.2719, 3.6934, -3.1535], [-2.0541, 3.0371, -3.2384], [-1.1732, 3.0203, -2.2437], [3.3351, -1.3339, 0.3561], [4.1551, -2.3638, 0.7939], [4.4126, -3.3994, -0.0924], [3.8760, -3.3497, -1.3707], [3.0468, -2.2847, -1.7034], [2.7755, -1.3181, -0.8399], [4.6789, 1.8675, 1.7374], [5.3509, 4.2122, 1.8688], [3.7877, 5.9919, 1.0694], [1.5855, 5.3595, 0.1960], [-2.8387, 4.8531, 0.0012], [-4.5225, 4.8848, -1.8667], [-3.9653, 3.6695, -3.9844], [-1.7566, 2.5046, -4.1369], [4.5773, -2.3289, 1.7882], [5.0366, -4.2324, 0.2096], [4.0838, -4.1202, -2.1011], [2.5914, -2.1896, -2.6846], [0.0605, 1.4311, 2.9662], [-0.5237, 1.1731, 1.6492], [-1.7778, 1.3037, 1.4037], [-2.2848, 0.9079, 0.1255], [-3.5753, 0.8624, -0.3695], [-3.4817, 0.2876, -1.6497], [-2.1401, 0.0142, -1.8763], [-1.3981, 0.3821, -0.8110], [-0.5834, 2.5475, 3.7398], [-0.1164, 3.8506, 3.6073], [-0.7689, 4.8954, 4.2451], [-1.8966, 4.6506, 5.0167], [-2.3590, 3.3500, 5.1706], [-1.6969, 2.3052, 4.5405], [1.1168, 1.6449, 2.8061], [0.0042, 0.4996, 3.5406], [-2.4738, 1.6908, 2.1483], [-4.4626, 1.2131, 0.1351], [-4.2875, 0.1135, -2.3458], [-1.6708, -0.3910, -2.7600], [0.7472, 4.0469, 2.9840], [-0.4008, 5.9061, 4.1220], [-2.4192, 5.4714, 5.4930], [-3.2375, 3.1502, 5.7718], [-2.0471, 1.2858, 4.6685], [3.6558, -1.0608, -6.0782], [1.7837, -0.7312, -6.7109], [1.6316, -0.8855, -8.0852], [0.3571, -0.7269, -8.6136], [-0.6969, -0.4202, -7.7554], [-0.4524, -0.2655, -6.3926], [0.8180, -0.4220, -5.8018], [1.2680, 0.7586, -2.8066], [2.4709, -1.1268, -8.7291], [0.1929, -0.8442, -9.6799], [-1.7010, -0.3040, -8.1583], [-1.3038, -0.0100, -5.7545], [-4.6175, -2.0247, 1.7665], [-3.7261, -1.4955, 2.6937], [-2.3700, -1.4733, 2.4108], [-1.8493, -1.9609, 1.2029], [-2.7674, -2.4775, 0.2894], [-4.1308, -2.5158, 0.5658], [0.0427, -1.8146, 0.8621], [0.5723, -2.6583, 2.5221], [-0.1705, -3.7587, 2.9779], [0.1590, -4.4399, 4.1396], [1.2665, -4.0527, 4.8859], [2.0191, -2.9711, 4.4611], [1.6653, -2.2799, 3.3041], [0.3274, -3.2049, -0.4056], [0.0133, -2.9547, -1.7488], [0.2401, -3.8922, -2.7448], [0.8020, -5.1205, -2.4181], [1.1454, -5.3848, -1.1002], [0.9179, -4.4347, -0.1096], [-5.6798, -2.0519, 1.9805], [-4.0918, -1.1018, 3.6361], [-1.6881, -1.0853, 3.1629], [-2.4159, -2.8661, -0.6592], [-4.8146, -2.9305, -0.1661], [-1.0254, -4.0947, 2.4024], [-0.4497, -5.2762, 4.4647], [1.5331, -4.5876, 5.7903], [2.8875, -2.6539, 5.0271], [2.2653, -1.4270, 3.0282], [-0.3837, -1.9882, -2.0323], [-0.0015, -3.6507, -3.7727], [0.9845, -5.8593, -3.1898], [1.5963, -6.3359, -0.8382], [1.2190, -4.6581, 0.9075]],
  "lowdin_charge": [0.68, 0.02, -0.47, -0.04, -0.21, -0.03, -0.11, -0.11, -0.04, -0.23, 0.00, -0.46, 0.02, -0.21, -0.02, -0.08, -0.08, -0.14, 0.11, -0.24, -0.01, -0.07, -0.05, -0.15, 0.05, 0.10, 0.09, 0.09, 0.11, 0.11, 0.09, 0.09, 0.11, 0.11, 0.10, 0.10, 0.09, -0.13, -0.07, -0.10, -0.33, -0.04, -0.08, -0.20, -0.12, -0.21, -0.02, -0.08, -0.11, -0.10, -0.06, 0.11, 0.12, 0.14, 0.11, 0.09, 0.08, 0.11, 0.10, 0.09, 0.09, 0.11, 0.44, -0.71, -0.21, -0.16, -0.16, -0.20, -0.28, 0.49, 0.07, 0.07, 0.07, 0.05, -0.12, -0.10, -0.13, -0.29, -0.09, -0.10, 0.79, -0.27, -0.12, -0.10, -0.12, -0.09, -0.09, -0.28, -0.13, -0.08, -0.11, -0.11, -0.10, 0.09, 0.09, 0.09, 0.10, 0.10, 0.10, 0.09, 0.09, 0.10, 0.07, 0.05, 0.11, 0.09, 0.09, 0.09],
  "de_lowest_ev": 0.0000,
  "homo_lumo_gap_ev": 4.9,
  "charge": -2,
  "lumo_ev": 3.952
}

=====

Asked for F_max across the records above, the calculation gives 2.26, 14.27, 1.07, 2.85 eV/Å in order.
Asked for calculated total energy across the records above, the calculation gives -55735.104, -65933.067, -15052.847, -178855.236 eV in order.